The following is a DFT calculation (the ωB97M-V functional and the def2-TZVPD basis) of a cluster of 5 separate species, C22H45BO12 in total at a distorted geometry.

Geometry as XYZ:
```
80
Properties=species:S:1:pos:R:3
C -4.162 -6.518 -3.203
C -4.655 -6.004 -1.861
O -4.411 -4.599 -1.721
C -5.227 -3.786 -2.437
O -6.140 -4.142 -3.169
O -4.842 -2.504 -2.217
C -5.552 -1.547 -3.000
H -3.105 -6.269 -3.345
H -4.284 -7.602 -3.270
H -4.709 -6.061 -4.034
H -4.099 -6.503 -1.059
H -5.716 -6.228 -1.705
H -6.634 -1.644 -2.860
H -5.287 -1.662 -4.056
H -5.251 -0.548 -2.674
C 2.872 -1.035 1.847
C 3.086 -0.999 3.351
O 4.423 -1.385 3.695
C 5.385 -0.464 3.443
O 5.213 0.648 2.965
O 6.582 -0.999 3.793
C 7.698 -0.170 3.475
H 3.130 -2.021 1.446
H 1.831 -0.812 1.600
H 3.508 -0.308 1.333
H 2.416 -1.723 3.827
H 2.850 -0.016 3.772
H 7.589 0.828 3.913
H 7.813 -0.105 2.389
H 8.596 -0.633 3.892
C 1.742 5.374 -5.433
C 1.250 5.887 -4.091
O 1.493 7.293 -3.951
C 0.677 8.105 -4.667
O -0.236 7.750 -5.398
O 1.063 9.388 -4.447
C 0.352 10.344 -5.230
H 2.799 5.622 -5.575
H 1.621 4.289 -5.500
H 1.195 5.830 -6.264
H 1.805 5.389 -3.289
H 0.188 5.664 -3.935
H -0.729 10.248 -5.090
H 0.617 10.230 -6.286
H 0.654 11.343 -4.904
C -1.928 -4.744 5.512
C -1.714 -4.708 7.016
O -0.377 -5.094 7.360
C 0.585 -4.173 7.107
O 0.413 -3.060 6.630
O 1.782 -4.707 7.458
C 2.898 -3.878 7.140
H -1.670 -5.729 5.111
H -2.969 -4.521 5.265
H -1.292 -4.016 4.998
H -2.384 -5.432 7.491
H -1.950 -3.724 7.436
H 2.789 -2.881 7.578
H 3.013 -3.813 6.053
H 3.796 -4.341 7.557
C 1.965 1.256 -1.151
C 0.814 2.148 -0.846
C 0.029 3.123 -1.911
B -1.568 2.661 -2.133
C -2.359 1.799 -0.979
C -1.976 0.207 -0.912
C -1.410 -0.431 -2.317
H 1.859 0.165 -1.620
H 3.055 1.617 -0.881
H 0.388 2.125 0.260
H 0.506 3.148 -2.985
H -0.016 4.205 -1.438
H -2.171 2.926 -3.118
H -2.095 2.316 0.063
H -3.538 1.860 -1.138
H -2.951 -0.374 -0.622
H -1.096 0.081 -0.118
H -2.198 -0.309 -3.189
H -1.286 -1.602 -2.116
H -0.351 -0.045 -2.631
```

The value obtained for the HOMO energy is -0.2647 Eh. The calculation puts the gap between HOMO and LUMO at 6.7 eV. As for the LUMO energy: -0.5 eV. Its SMILES is CCOC(=O)OC.CCOC(=O)OC.CCOC(=O)OC.CCOC(=O)OC.C=CCBCCC.


The following is a DFT calculation (the ωB97M-V functional and the def2-TZVPD basis) of a cluster of 5 separate species, C22H45ClFN6O5 in total.

Geometry as XYZ:
```
80
Properties=species:S:1:pos:R:3
N 2.774 -0.967 4.008
C 2.499 -1.142 2.599
C 2.573 0.101 1.652
C 3.659 1.084 2.072
C 5.072 0.500 2.018
C 6.063 1.364 2.765
F 5.739 1.345 4.119
C 2.797 -0.414 0.207
N 1.437 -0.492 -0.361
C 0.575 0.105 0.355
C 1.195 0.816 1.496
C 0.331 1.085 2.738
C 0.451 2.540 3.105
O 1.167 3.037 3.891
Cl -0.602 3.550 2.056
H 3.700 -0.613 4.210
H 2.087 -0.428 4.513
H 3.191 -1.898 2.218
H 1.499 -1.587 2.520
H 3.459 1.429 3.091
H 3.613 1.971 1.428
H 5.425 0.405 0.984
H 5.106 -0.506 2.449
H 6.024 2.404 2.430
H 7.085 1.000 2.653
H 3.403 0.263 -0.403
H 3.237 -1.410 0.172
H 1.214 -1.006 -1.248
H -0.480 0.086 0.100
H 1.426 1.797 1.039
H 0.627 0.472 3.583
H -0.714 0.849 2.541
C -0.244 -4.411 -1.673
C -0.459 -2.984 -2.104
O 0.489 -2.180 -2.148
N -1.676 -2.589 -2.466
C -2.898 -3.371 -2.520
H 0.807 -4.543 -1.435
H -0.847 -4.650 -0.797
H -0.516 -5.102 -2.471
H -1.732 -1.642 -2.820
H -3.271 -3.393 -3.541
H -3.662 -2.925 -1.883
H -2.712 -4.384 -2.178
C -0.209 2.654 -1.637
C -0.459 2.928 -3.107
O 0.227 2.405 -3.968
N -1.479 3.765 -3.419
C -2.377 4.464 -2.523
H 0.645 1.983 -1.583
H 0.015 3.567 -1.086
H -1.079 2.182 -1.174
H -1.591 3.910 -4.411
H -3.414 4.179 -2.705
H -2.291 5.544 -2.647
H -2.136 4.225 -1.491
C -1.625 -1.727 6.500
C -2.001 -0.930 5.275
O -1.245 -0.851 4.310
N -3.199 -0.305 5.273
C -4.205 -0.291 6.319
H -0.643 -2.159 6.332
H -1.592 -1.094 7.387
H -2.341 -2.529 6.681
H -3.396 0.206 4.427
H -5.142 -0.717 5.961
H -4.393 0.726 6.662
H -3.867 -0.878 7.167
C -2.814 -1.437 -7.187
C -2.219 -0.881 -5.916
O -2.586 -1.281 -4.814
N -1.266 0.069 -6.029
C -0.716 0.649 -7.239
H -3.555 -2.182 -6.915
H -3.295 -0.652 -7.772
H -2.048 -1.903 -7.807
H -0.900 0.396 -5.147
H 0.357 0.467 -7.303
H -0.885 1.726 -7.266
H -1.189 0.209 -8.111
```

The value obtained for the HOMO energy is -0.4236 Eh. The calculation puts the gap between HOMO and LUMO at 8.6 eV. As for the LUMO energy: -3.0 eV. The charge is +1.


The following is a DFT calculation (the ωB97M-V functional and the def2-TZVPD basis) of a structure of composition C22H45FeN4O2P2 at a distorted geometry.

Geometry as XYZ:
```
76
Properties=species:S:1:pos:R:3
Fe -0.014 0.007 -0.710
P 0.185 -2.268 -1.105
P 0.193 2.304 -0.857
N 0.226 0.119 -2.848
C 0.285 -2.356 -2.914
H 0.935 -3.213 -3.200
H -0.753 -2.548 -3.260
C 0.802 -1.036 -3.507
H 1.894 -1.063 -3.481
H 0.543 -1.035 -4.556
C 0.802 1.320 -3.384
H 0.537 1.434 -4.426
H 1.893 1.349 -3.356
C 0.287 2.576 -2.650
H -0.755 2.795 -2.969
H 0.940 3.457 -2.846
C 1.643 3.258 -0.199
C 1.979 3.053 1.287
H 2.944 3.541 1.534
H 2.116 1.999 1.547
H 1.185 3.443 1.936
C -1.299 3.199 -0.224
C -1.365 3.393 1.296
H -2.403 3.633 1.605
H -0.693 4.204 1.618
H -1.087 2.478 1.837
C -1.296 -3.251 -0.578
C -1.357 -3.610 0.915
H -2.391 -3.881 1.204
H -1.080 -2.761 1.553
H -0.694 -4.458 1.151
C 1.649 -3.258 -0.531
C 1.962 -3.191 0.971
H 2.942 -3.667 1.180
H 1.181 -3.675 1.570
H 2.043 -2.162 1.334
C 1.852 -0.032 0.062
O 3.021 -0.029 0.031
C -1.643 4.491 -0.958
H -0.947 5.279 -0.660
H -1.604 4.372 -2.046
H -2.652 4.811 -0.648
C -1.606 -4.470 -1.440
H -2.612 -4.837 -1.183
H -1.564 -4.239 -2.508
H -0.899 -5.274 -1.222
C 1.675 -4.716 -0.987
H 2.689 -5.118 -0.836
H 0.996 -5.323 -0.379
H 1.420 -4.820 -2.045
C 1.649 4.750 -0.517
H 0.965 5.277 0.155
H 2.656 5.152 -0.325
H 1.378 4.950 -1.557
H 2.486 2.808 -0.738
H 2.489 -2.745 -1.020
H -2.086 2.479 -0.459
H -2.106 -2.533 -0.743
H -0.803 0.180 -2.559
H -1.661 0.046 -1.437
C 0.925 0.125 4.646
N -0.205 0.048 3.730
C -1.521 0.088 4.155
C -2.550 0.165 3.235
C -2.196 -0.141 1.885
N -0.915 -0.102 1.498
C 0.082 -0.057 2.408
O 1.313 -0.085 2.030
N -3.173 -0.394 0.947
H 0.740 -0.706 5.284
H 0.834 1.032 5.210
H 1.874 0.015 4.131
H -1.589 0.370 5.219
H -3.613 0.113 3.518
H -4.102 -0.472 1.248
H -2.978 -0.582 -0.061
```

The value obtained for the HOMO energy (spin up / spin down) is -0.4953 / -0.5614 Eh. As for the spin multiplicity: 6. As for the energy relative to the best compared isomer or geometry (same formula, charge and spin): 0.0 kcal/mol. The calculation puts the gap between HOMO and LUMO (spin up / spin down) at 7.7 / 7.6 eV. As for the LUMO energy (spin up / spin down): -5.8 / -7.7 eV. The charge is +2.


The following is a DFT calculation (the ωB97M-V functional and the def2-TZVPD basis) of the ion C22H45N4O9P2S with charge +1 at a distorted geometry.

Geometry as XYZ:
```
83
Properties=species:S:1:pos:R:3
C 4.130 -3.733 1.082
C 2.526 -4.067 1.120
C 1.757 -3.208 -0.082
C 1.669 -1.643 0.397
N 0.337 -0.989 0.298
C 0.258 0.409 -0.218
N 0.466 0.663 -1.675
C 0.858 -0.322 -2.478
C 2.239 -0.025 -3.385
C 0.176 -1.778 -2.813
C 1.195 1.515 0.570
C 2.254 2.222 -0.529
C 3.467 3.083 0.246
C 4.951 2.408 0.051
S 5.236 0.812 0.981
O 6.745 0.841 1.446
O 5.093 -0.480 0.131
O 4.317 0.612 2.400
N 0.583 2.466 1.518
C 1.133 2.241 2.947
C 0.612 0.860 3.650
O 1.171 0.549 4.852
C -0.881 2.637 1.658
N -1.272 3.977 0.992
C -1.852 1.394 1.292
C -1.390 0.738 -0.123
C -2.306 -0.660 -0.229
C -3.942 -0.317 -0.303
C -4.743 -1.778 -0.409
C -5.937 -1.929 0.720
O -7.179 -1.268 0.256
C -8.242 -1.803 1.131
O -9.304 -2.414 0.590
P -1.888 1.939 -1.525
P -2.381 1.010 -3.406
O -3.549 1.912 -4.063
O -3.013 -0.603 -3.362
O -1.087 1.058 -4.624
H 4.319 -2.748 1.722
H 4.711 -4.665 1.529
H 4.552 -3.489 0.000
H 2.000 -3.729 2.125
H 2.283 -5.206 0.914
H 2.481 -3.232 -1.028
H 0.733 -3.693 -0.372
H 2.447 -1.006 -0.232
H 2.039 -1.585 1.529
H -0.012 -0.935 1.303
H 2.102 -0.439 -4.484
H 2.435 1.145 -3.424
H 3.134 -0.584 -2.878
H -0.216 -2.369 -1.880
H -0.634 -1.620 -3.660
H 0.998 -2.488 -3.310
H 1.984 0.909 1.239
H 1.705 2.953 -1.259
H 2.897 1.386 -1.091
H 3.506 4.118 -0.349
H 3.190 3.366 1.346
H 5.838 3.154 0.306
H 5.086 2.151 -1.107
H 4.272 -0.381 2.606
H 0.954 3.439 1.284
H 0.875 3.160 3.664
H 2.323 2.195 2.959
H -0.156 0.089 3.222
H -1.103 2.872 2.811
H -0.764 4.077 0.075
H -0.834 4.725 1.601
H -1.992 0.583 2.158
H -2.947 1.846 1.136
H -2.221 -1.316 0.766
H -1.978 -1.362 -1.100
H -4.242 0.299 -1.249
H -4.335 0.232 0.652
H -3.923 -2.614 -0.338
H -5.199 -1.864 -1.507
H -5.536 -1.396 1.702
H -6.068 -3.071 0.970
H -8.202 -1.733 2.313
H -3.154 2.518 -1.050
H -4.013 -0.633 -3.297
H -1.534 0.614 -5.422
```

The value obtained for the HOMO energy is -0.4262 Eh. The calculation puts the gap between HOMO and LUMO at 7.5 eV. As for the LUMO energy: -4.1 eV. Its SMILES is CCCCN[C@]1(N=C(C)C)[C@@H](CCCS(=O)(=O)O)[N@H+](CC=O)[C@@H](N)C[C@@]1(CCCCOC=O)PP(=O)(O)O. The charge is +1.


The following is a DFT calculation (the ωB97M-V functional and the def2-TZVPD basis) of a cluster of 6 separate species, C22H46N2O19PS7 in total at a distorted geometry.

Geometry as XYZ:
```
97
Properties=species:S:1:pos:R:3
O -4.289 0.946 -0.334
C -3.733 0.041 -0.893
O -4.349 -0.714 -1.830
C -2.291 -0.335 -0.635
C -1.234 0.433 -1.061
C 0.021 0.007 -0.774
P 1.515 0.996 -1.272
O 2.311 1.200 0.132
O 2.482 0.123 -2.206
S 1.057 2.692 -1.999
N 0.244 -1.120 -0.097
C -0.757 -1.880 0.346
C -2.048 -1.527 0.115
N -3.190 -2.209 0.541
C -3.015 -3.107 1.375
S -2.591 -4.403 2.077
H -3.650 -1.242 -2.255
H -1.414 1.357 -1.594
H 1.626 1.157 0.816
H 2.197 -0.801 -2.244
H 1.197 -1.401 0.107
H -0.497 -2.772 0.901
O -4.696 -3.824 5.214
S -4.232 -2.701 5.974
O -3.099 -1.937 5.542
O -4.015 -3.153 7.481
C -3.139 -4.269 7.745
C -1.676 -3.906 7.583
C -5.576 -1.602 6.261
H -3.412 -5.113 7.110
H -3.330 -4.562 8.775
H -1.438 -3.667 6.547
H -1.042 -4.737 7.892
H -1.430 -3.028 8.182
H -6.430 -2.173 6.616
H -5.809 -1.121 5.314
H -5.270 -0.859 6.992
O -1.776 -2.841 -2.943
S -2.112 -4.216 -3.208
O -2.166 -5.159 -2.136
O -1.170 -4.779 -4.350
C 0.261 -4.692 -4.175
C 0.783 -5.702 -3.172
C -3.626 -4.289 -4.101
H 0.540 -3.673 -3.898
H 0.693 -4.892 -5.153
H 0.416 -5.492 -2.167
H 1.873 -5.682 -3.145
H 0.452 -6.707 -3.432
H -3.583 -3.593 -4.934
H -4.424 -4.009 -3.414
H -3.776 -5.308 -4.449
O 6.308 4.316 3.674
S 4.921 4.424 3.348
O 4.051 3.289 3.446
O 4.778 5.061 1.899
C 5.464 4.416 0.801
C 4.779 3.131 0.386
C 4.208 5.757 4.251
H 6.507 4.242 1.059
H 5.449 5.123 -0.025
H 4.835 2.381 1.174
H 5.252 2.720 -0.507
H 3.724 3.308 0.183
H 4.847 6.631 4.155
H 4.145 5.447 5.292
H 3.214 5.954 3.859
O -10.893 -0.404 -3.806
S -9.692 -0.199 -4.552
O -9.035 -1.289 -5.204
O -8.637 0.560 -3.625
C -8.305 -0.034 -2.357
C -7.407 -1.246 -2.509
C -9.938 1.094 -5.721
H -9.217 -0.283 -1.811
H -7.787 0.737 -1.789
H -7.924 -2.058 -3.020
H -7.087 -1.610 -1.532
H -6.528 -0.998 -3.102
H -10.408 1.937 -5.222
H -10.589 0.705 -6.501
H -8.977 1.374 -6.143
O 8.086 4.188 -0.864
S 9.272 4.346 -1.653
O 9.843 3.236 -2.347
O 10.390 5.040 -0.762
C 10.750 4.419 0.490
C 11.593 3.174 0.296
C 9.045 5.667 -2.795
H 9.851 4.203 1.070
H 11.320 5.164 1.041
H 11.028 2.385 -0.199
H 11.934 2.793 1.258
H 12.459 3.391 -0.330
H 8.637 6.526 -2.267
H 8.346 5.322 -3.554
H 10.002 5.905 -3.250
```

The value obtained for the HOMO energy is -0.4456 Eh. The calculation puts the gap between HOMO and LUMO at 7.2 eV. As for the LUMO energy: -4.9 eV. The charge is +1.


The following is a DFT calculation (the ωB97M-V functional and the def2-TZVPD basis) of a structure of composition C22H47BrGeNS4Si3Tl at a distorted geometry.

Geometry as XYZ:
```
80
Properties=species:S:1:pos:R:3
Tl -0.030 0.055 -0.947
C -2.047 -3.002 -2.871
C -3.279 -2.143 -2.552
S -2.909 -0.382 -2.270
C -2.809 0.232 -3.990
C -1.434 0.179 -4.620
S -0.228 1.223 -3.772
C 1.366 0.821 -4.547
C 1.773 -0.659 -4.638
S 1.781 -1.429 -2.996
C 1.294 -3.128 -3.447
C 0.618 -3.859 -2.314
S -0.814 -3.024 -1.518
H -1.532 -2.634 -3.777
H -2.364 -4.053 -3.018
H -3.763 -2.492 -1.628
H -4.034 -2.225 -3.380
H -3.222 1.251 -3.945
H -3.512 -0.396 -4.593
H -1.486 0.519 -5.674
H -1.056 -0.860 -4.638
H 2.108 1.382 -3.928
H 1.406 1.295 -5.551
H 2.789 -0.784 -5.024
H 1.137 -1.208 -5.348
H 2.207 -3.674 -3.779
H 0.649 -3.096 -4.363
H 1.371 -4.010 -1.507
H 0.305 -4.877 -2.615
Br 0.454 3.581 -1.283
C 2.240 2.760 -1.327
C 3.283 3.602 -1.707
C 4.587 3.110 -1.627
C 4.800 1.768 -1.333
C 3.689 0.998 -1.066
N 2.435 1.492 -0.988
H 3.042 4.612 -1.994
H 5.424 3.800 -1.779
H 5.795 1.351 -1.299
H 3.802 -0.046 -0.818
C 1.613 1.641 5.107
Si 1.494 1.337 3.209
C 3.096 0.360 2.799
C 1.791 3.127 2.610
Ge -0.452 0.344 2.424
Si -2.325 1.461 2.266
C -2.990 2.230 3.886
C -2.478 3.046 1.227
C -3.940 0.672 1.624
Si -0.736 -1.845 2.955
C -2.259 -2.709 2.245
C 0.688 -2.990 2.372
C -0.895 -2.250 4.825
H 2.620 2.089 5.272
H 1.515 0.738 5.743
H 0.856 2.382 5.425
H 3.923 1.102 2.633
H 3.090 -0.282 1.882
H 3.391 -0.332 3.620
H 2.889 3.246 2.656
H 1.293 3.881 3.271
H 1.481 3.310 1.551
H -2.232 2.909 4.343
H -3.259 1.480 4.662
H -3.896 2.838 3.624
H -1.614 3.729 1.303
H -3.384 3.562 1.608
H -2.630 2.830 0.153
H -4.341 -0.062 2.350
H -3.860 0.215 0.609
H -4.629 1.538 1.527
H -2.304 -2.683 1.126
H -3.238 -2.323 2.646
H -2.166 -3.780 2.529
H 0.758 -3.091 1.244
H 0.446 -4.012 2.768
H 1.679 -2.697 2.768
H -1.907 -1.970 5.213
H -0.134 -1.753 5.445
H -0.790 -3.339 4.952
```

The value obtained for the HOMO energy (spin up / spin down) is -0.6243 / -0.6241 Eh. As for the spin multiplicity: 2. The calculation puts the gap between HOMO and LUMO (spin up / spin down) at 6.6 / 4.0 eV. As for the LUMO energy (spin up / spin down): -10.4 / -13.0 eV. The charge is +3.